1.
A cluster of 2 separate species, C3H4ClNS in total, computed with ωB97M-V/def2-TZVPD.

```
10
Properties=species:S:1:pos:R:3:forces:R:3
C 1.7761 -1.6892 -1.0444 2.0 4.3 2.6
C 1.0492 -0.7814 -0.3898 -0.1 -1.5 -1.3
Cl -0.7202 -0.7740 -0.3783 1.1 0.0 0.1
H 2.8686 -1.5266 -1.0693 -0.6 0.1 0.4
H 1.5302 -2.4710 -1.5822 -2.0 -3.7 -2.4
H 1.5816 0.0050 0.0852 -0.3 0.8 0.6
N -1.8790 2.3218 0.5145 0.2 -0.1 2.3
C -2.0054 1.7155 1.5354 -0.2 -0.2 -1.8
S -2.1717 0.7592 2.7796 0.1 0.5 0.2
H -2.0296 2.4407 -0.4507 -0.2 0.0 -0.6
```
Forces are in eV/Å.

* charge: 0
* structure (SMILES): C=CCl.N=C=S
* LUMO: 0.79 eV


2.
A structure of composition C3H4ClO3Y, computed with ωB97M-V/def2-TZVPD.

```
12
Properties=species:S:1:pos:R:3:forces:R:3
Y 4.0947 -3.3754 -2.3362 -1.6 3.6 2.2
Cl 3.1278 -1.1332 -0.9665 1.6 -3.7 -2.3
C -0.0701 1.2404 0.3325 -1.4 -1.2 0.4
C -0.1220 -0.2810 0.4536 0.9 -0.3 1.0
O -1.4762 -0.5998 0.7536 0.0 0.0 -0.9
C -2.2738 0.4406 0.2282 0.5 -1.2 0.4
O -3.4400 0.4488 0.0564 0.1 -0.6 0.3
O -1.4625 1.4154 -0.0764 1.8 2.8 -0.9
H 0.6431 1.5312 -0.4387 -0.5 0.4 0.0
H 0.0962 1.7730 1.2689 -0.1 0.0 -0.1
H 0.5294 -0.7838 1.1684 -0.3 0.5 0.8
H 0.3535 -0.6763 -0.4439 -1.1 -0.5 -1.1
```
Forces are in eV/Å.

* charge: +2
* LUMO: -13.18 eV


3.
A structure of composition C3H4CoO2, computed with ωB97M-V/def2-TZVPD.

```
10
Properties=species:S:1:pos:R:3:forces:R:3
C 1.1154 0.8963 -0.5778 0.2 1.1 1.2
C 0.4024 1.9307 -1.0669 -0.6 0.1 1.0
O -1.7149 -0.9357 0.2089 0.3 -0.6 0.3
C -1.7166 -2.0713 0.7304 -1.5 0.4 -0.5
O -0.4104 -2.2318 1.2868 1.1 -0.1 0.5
H 2.2027 1.0770 -0.5636 -0.2 -0.9 -1.1
H 0.7915 2.6379 -1.8127 0.0 0.0 0.6
H -0.3209 -3.0224 1.8272 -0.1 -0.1 -0.1
Co 0.2203 -0.4738 0.5230 0.3 0.7 -0.5
H -0.5694 2.1930 -0.5552 0.5 -0.6 -1.5
```
Forces are in eV/Å.

* charge: 0
* 2S+1: 4
* LUMO (spin up / spin down): 0.10 / -1.20 eV
* expectation value of S²: 3.761


4.
A structure of composition C3H4CuNaO3, computed with ωB97M-V/def2-TZVPD.

```
12
Properties=species:S:1:pos:R:3:forces:R:3
O -3.0644 -0.0624 -0.3247 -0.1 0.9 -0.4
C -2.4829 -1.1417 0.1641 3.7 1.2 3.2
C -0.9911 -1.2412 -0.0047 0.6 -1.4 -5.2
Cu -2.2050 1.7077 -0.5655 -0.5 -1.3 0.2
H -1.9062 -1.0953 1.3205 -3.8 0.5 0.1
H -0.7526 -1.4209 -1.0626 0.8 0.9 -0.1
H -0.4725 -2.0239 0.5624 0.1 0.8 0.4
O -0.2930 0.4203 0.0601 -1.2 -1.2 1.0
C 0.9550 0.6225 -0.0091 0.3 -1.1 0.1
Na 3.5735 2.4709 0.0305 -0.1 -0.1 0.1
O 1.6593 1.4641 0.4967 0.0 0.5 -0.3
H -2.9350 -2.1220 -0.0988 0.3 0.2 0.8
```
Forces are in eV/Å.

* charge: +1
* 2S+1: 2
* LUMO (spin up / spin down): -4.50 / -4.63 eV
* expectation value of S²: 0.754


5.
A structure of composition C3H4F2, computed with ωB97M-V/def2-TZVPD.

```
9
Properties=species:S:1:pos:R:3:forces:R:3
C 0.1007 -1.8664 0.3195 4.1 -2.3 0.8
C 0.1519 -0.3503 0.0171 -3.3 -7.1 2.0
C 0.9027 0.6486 0.0421 -0.7 6.1 -2.1
H 0.5740 -2.0450 1.7188 -1.9 0.3 -4.5
H -1.1122 -2.4220 0.0421 4.5 1.9 1.0
H 1.2409 -2.3558 -0.4203 -4.0 0.9 2.4
H 1.9000 0.8874 0.0622 2.0 0.2 0.1
F -1.1243 -0.1141 -0.0182 -3.2 1.5 -0.8
F 0.0649 1.8190 -0.3902 2.5 -1.5 1.2
```
Forces are in eV/Å.

* charge: 0
* LUMO: 0.48 eV


6.
A cluster of 2 separate species, C3H4F2N2 in total, computed with ωB97M-V/def2-TZVPD.

```
11
Properties=species:S:1:pos:R:3:forces:R:3
C 0.9248 -0.9629 -0.6902 0.4 0.4 0.4
C 1.0850 1.3237 -0.0155 -0.7 1.6 -0.1
C -1.8654 -0.9451 0.4956 0.7 4.1 1.9
N 1.2562 -2.0445 -0.9070 0.7 -2.3 -0.4
N 0.4606 0.1903 -0.5259 -1.5 1.8 -0.3
F 1.8270 1.0652 1.1672 -0.5 0.7 -1.7
F -2.9971 -0.7056 -0.0851 -0.7 -0.1 -0.6
H 1.5837 1.7774 -0.9237 1.0 -0.8 1.1
H 0.3563 2.2033 0.1101 0.6 -1.6 0.8
H -1.3000 -0.1183 0.9682 -1.2 -0.2 -0.2
H -1.3312 -1.7834 0.4061 1.1 -3.7 -1.0
```
Forces are in eV/Å.

* charge: 0
* LUMO (spin up / spin down): 0.13 / -2.71 eV


Number 1: total energy -1029.788183 Ha. Number 2: total energy -840.123027 Ha. Number 3: total energy -1649.798956 Ha. Number 4: total energy -2144.788737 Ha. Number 5: total energy -316.221296 Ha. Number 6: total energy -425.759622 Ha.